No. 1
C47H40BInN10P2S2 | wB97M-V/def2-TZVPD

The geometry in XYZ format:
```
103
Properties=species:S:1:pos:R:3
In -0.9731 -0.0797 0.5764
C -2.2814 -4.1938 1.3044
C -1.2991 -3.2119 1.3149
N -1.8647 -2.0177 1.1689
N -3.1865 -2.1958 1.0536
C -3.4639 -3.5050 1.1276
B -4.1684 -1.0254 0.8404
N -3.8966 -0.3919 -0.5299
C -4.6836 -0.3266 -1.6071
C -3.9959 0.3343 -2.6059
C -2.7671 0.6470 -2.0424
N -2.7251 0.2099 -0.7848
N -3.8882 0.0699 1.8899
C -4.7746 0.6557 2.7025
C -4.1046 1.5700 3.4866
C -2.7868 1.4802 3.0627
N -2.6719 0.5780 2.0938
N -5.5816 -1.5001 1.0480
C -6.0266 -2.1576 2.1539
C -7.3889 -2.2847 2.0563
C -7.7034 -1.6511 0.8434
N -6.6196 -1.1913 0.2569
H -2.1517 -5.2513 1.4112
H -0.2304 -3.3137 1.3922
H -4.4633 -3.8857 1.0413
H -5.6799 -0.7270 -1.5812
H -4.3430 0.5472 -3.5969
H -1.9175 1.1332 -2.4914
H -5.8140 0.4073 2.6779
H -4.4991 2.2054 4.2521
H -1.9459 2.0281 3.4338
H -5.3556 -2.4694 2.9299
H -8.0600 -2.7618 2.7421
H -8.6664 -1.5119 0.3941
S -0.8903 -2.2247 -1.9038
P 0.6939 -1.0811 -2.1292
C 0.9503 -0.1942 -0.6174
P 2.4031 -0.6615 0.2834
S 2.2101 -2.3140 1.3165
C 3.8892 -0.7091 -0.7759
C 4.6783 -1.8500 -0.7310
C 5.8625 -1.9013 -1.4416
C 6.2711 -0.8064 -2.1847
C 5.4922 0.3406 -2.2138
C 4.3032 0.3952 -1.5121
C 2.8137 0.7980 1.3041
C 3.4539 0.6299 2.5236
C 3.8301 1.7391 3.2612
C 3.6116 3.0101 2.7542
C 3.0084 3.1812 1.5192
C 2.5895 2.0750 0.8026
C 0.4721 0.2153 -3.3958
C 0.9506 1.5037 -3.1888
C 0.7665 2.4747 -4.1550
C 0.0916 2.1652 -5.3255
C -0.3698 0.8752 -5.5432
C -0.1787 -0.1015 -4.5827
C 2.0990 -2.0620 -2.7357
C 2.2642 -3.3626 -2.2717
C 3.2863 -4.1432 -2.7797
C 4.1311 -3.6367 -3.7549
C 3.9697 -2.3364 -4.2075
C 2.9541 -1.5455 -3.7034
H 4.3531 -2.6946 -0.1397
H 6.4609 -2.7984 -1.4027
H 7.1995 -0.8442 -2.7357
H 5.8137 1.2011 -2.7808
H 3.7053 1.2940 -1.5368
H 3.6424 -0.3742 2.8860
H 4.3085 1.6106 4.2216
H 3.9126 3.8806 3.3184
H 2.8713 4.1769 1.1212
H 2.0797 2.1858 -0.1454
H 1.4682 1.7374 -2.2673
H 1.1543 3.4712 -4.0009
H -0.0797 2.9311 -6.0654
H -0.8768 0.6327 -6.4642
H -0.5404 -1.1106 -4.7327
H 1.5875 -3.7611 -1.5263
H 3.4163 -5.1531 -2.4206
H 4.9062 -4.2613 -4.1738
H 4.6292 -1.9378 -4.9639
H 2.8198 -0.5322 -4.0572
C 0.8189 -0.4449 4.7281
C 1.0453 0.8654 5.1088
C 0.7831 1.8820 4.2052
C 0.2787 1.5657 2.9460
N 0.0844 0.2939 2.5903
C 0.3510 -0.6789 3.4443
C -0.1081 2.6065 1.9716
C 0.0238 3.9726 2.2295
C -0.3442 4.8846 1.2573
C -0.8638 4.4182 0.0602
C -1.0094 3.0513 -0.0991
N -0.6362 2.1827 0.8244
H 1.0095 -1.2686 5.3973
H 1.3949 1.0994 6.1014
H 0.9650 2.9048 4.4893
H 0.1825 -1.6896 3.0972
H 0.3997 4.3423 3.1693
H -0.2353 5.9443 1.4313
H -1.1695 5.1002 -0.7158
H -1.4358 2.6274 -0.9976
```

Summary:
* DFT total energy: -110387.5869 eV
* energy above the lowest of the compared OMol25 structures with the same formula, charge and spin: 7.8 kcal/mol
* HOMO-LUMO gap (alpha / beta): 7.3 / 6.4 eV
* maximum force: 0.937 eV Å⁻¹
* net charge: +1
* HOMO level (alpha / beta): -10.434 / -10.340 eV
* spin multiplicity: 2

Atom charges from the Löwdin analysis, given in e for atoms 1 to 5: atom 1 (In): 0.693, atom 2 (C): -0.016, atom 3 (C): -0.161, atom 4 (N): -0.037, atom 5 (N): 0.039

No. 2
C47H40BrCl3F3GeN4O2PSSn | wB97M-V/def2-TZVPD

The geometry in XYZ format:
```
104
Properties=species:S:1:pos:R:3
Sn -0.1883 -0.3347 -1.0797
C 0.6101 3.5052 1.1349
C 0.0582 2.1836 0.7197
N 0.7170 1.4115 -0.0631
N 1.9966 1.7680 -0.3961
C 2.1395 2.0440 -1.6683
N 3.4057 2.3464 -2.0712
S 0.8622 2.0848 -2.8232
C -1.3068 1.7609 1.0976
C -2.1284 2.5523 1.8830
C -3.4190 2.1226 2.1535
C -3.8514 0.9288 1.6137
C -2.9729 0.2020 0.8262
N -1.7268 0.5963 0.5896
H 0.3602 4.2379 0.3615
H 0.2148 3.8409 2.0872
H 1.6932 3.4390 1.1941
H 4.1553 2.0332 -1.4757
H 3.5709 2.3414 -3.0626
H -1.7721 3.4964 2.2648
H -4.0775 2.7243 2.7656
H -4.8518 0.5571 1.7811
H -3.2821 -0.7249 0.3678
Cl 3.0236 -1.7164 1.5899
C 2.7192 -2.2346 3.2165
C 3.5796 -3.1759 3.7674
C 3.3733 -3.6149 5.0625
C 2.3110 -3.1145 5.8046
C 1.4633 -2.1758 5.2436
C 1.6473 -1.7160 3.9384
P 0.5542 -0.4447 3.1815
C -0.9782 -0.6868 4.1667
C -1.8993 -1.5709 3.6003
C -3.0972 -1.8585 4.2372
C -3.4044 -1.2477 5.4446
C -2.4970 -0.3694 6.0197
C -1.2896 -0.0977 5.3907
C 1.2981 1.0679 3.9118
C 0.5150 2.1770 4.2329
C 1.0927 3.3499 4.6976
C 2.4704 3.4479 4.8195
C 3.2626 2.3604 4.4800
C 2.6832 1.1814 4.0363
H 4.3981 -3.5552 3.1717
H 4.0412 -4.3509 5.4904
H 2.1440 -3.4555 6.8176
H 0.6348 -1.7937 5.8253
H -1.6700 -2.0420 2.6530
H -3.7922 -2.5561 3.7866
H -4.3428 -1.4612 5.9401
H -2.7227 0.0990 6.9695
H -0.5829 0.5689 5.8679
H -0.5623 2.1201 4.1378
H 0.4631 4.1909 4.9631
H 2.9235 4.3630 5.1777
H 4.3395 2.4260 4.5654
H 3.3196 0.3429 3.7839
Br 6.2433 -1.6972 -6.6839
C 5.0470 -1.7257 -5.2135
C 5.1269 -2.7627 -4.2984
C 4.2433 -2.7807 -3.2312
C 3.3062 -1.7668 -3.0782
C 3.2413 -0.7326 -4.0059
C 4.1110 -0.7118 -5.0841
C 2.3312 -1.8447 -1.9396
O 2.1789 -2.8673 -1.3038
O 1.7092 -0.7124 -1.7133
H 5.8632 -3.5440 -4.4234
H 4.2681 -3.5849 -2.5076
H 2.4943 0.0437 -3.8867
H 4.0570 0.0760 -5.8229
Cl 0.2527 -2.9117 -4.3643
C 0.7407 -4.4539 -3.6288
Cl 1.5639 -5.4991 -4.7954
H -0.1561 -4.9568 -3.2886
H 1.4128 -4.2399 -2.8063
Ge -2.1791 -0.1736 -2.7811
C -1.7942 0.0867 -4.6646
C -1.3909 1.3237 -5.1638
C -1.2031 1.5034 -6.5257
C -1.4283 0.4523 -7.4041
C -1.8511 -0.7763 -6.9197
C -2.0376 -0.9564 -5.5561
C -3.3669 1.2297 -2.1227
C -4.7304 0.9694 -1.9944
C -5.6020 1.9552 -1.5511
C -5.1172 3.2142 -1.2279
C -3.7618 3.4867 -1.3559
C -2.8911 2.5019 -1.8030
H -2.9322 -1.5121 -2.6251
H -1.2197 2.1564 -4.4939
H -0.8792 2.4657 -6.9006
H -1.2779 0.5930 -8.4668
H -2.0340 -1.5975 -7.6007
H -2.3660 -1.9202 -5.1876
H -5.1189 -0.0126 -2.2414
H -6.6595 1.7404 -1.4606
H -5.7958 3.9848 -0.8843
H -3.3814 4.4714 -1.1129
H -1.8318 2.7242 -1.8999
F 0.1768 -2.8500 0.8330
C -0.5680 -2.3416 -0.1466
F -0.5512 -3.2322 -1.1760
F -1.8672 -2.3880 0.3165
```

Summary:
* DFT total energy: -257679.0440 eV
* energy above the lowest of the compared OMol25 structures with the same formula, charge and spin: 0.5 kcal/mol
* HOMO-LUMO gap: 7.1 eV
* maximum force: 0.320 eV Å⁻¹
* net charge: 0
* HOMO level: -7.923 eV

Atom charges from the Löwdin analysis, given in e for atoms 1 to 5: atom 1 (Sn): 1.142, atom 2 (C): 0.006, atom 3 (C): -0.262, atom 4 (N): -0.106, atom 5 (N): -0.011

No. 3
C47H41CeN8O3PS3 | wB97M-V/def2-TZVPD

The geometry in XYZ format:
```
104
Properties=species:S:1:pos:R:3
Ce 12.1864 14.9210 12.0280
N 13.1425 13.6747 15.3720
C 14.2431 13.6031 14.5845
N 14.1433 13.7277 13.2626
C 15.3826 13.4792 12.6875
C 16.3863 13.3187 13.5269
S 15.8780 13.3717 15.1362
C 15.3831 13.5279 11.2156
C 16.2709 12.9383 10.3838
S 15.7787 13.2825 8.7664
C 14.4002 14.1860 9.3729
N 14.3196 14.2145 10.7143
N 13.4668 14.7205 8.5520
H 12.2928 13.3102 14.9624
H 13.2163 13.5051 16.3798
H 17.4629 13.1783 13.2652
H 17.1224 12.3070 10.6088
H 13.7510 14.7452 7.5706
H 13.0320 15.6120 8.8850
C 6.7568 17.5759 17.5478
C 6.3574 17.1777 16.3143
C 7.2867 16.6353 15.3997
C 8.6332 16.5188 15.6979
C 9.0247 16.9322 16.9351
C 8.1042 17.4002 17.8808
P 9.8958 15.8982 14.5304
C 9.0360 16.2734 12.9358
C 9.0635 17.5802 12.5351
C 8.5439 17.9499 11.2997
C 7.8923 16.9996 10.5580
C 7.6503 15.7302 11.0234
C 8.2084 15.3713 12.2668
C 9.8237 14.0829 14.6552
C 9.0637 13.4348 15.6562
C 9.0287 12.0240 15.7370
C 9.7782 11.2884 14.8072
C 10.5012 11.9932 13.8068
C 10.5831 13.3895 13.7060
H 6.0889 18.0782 18.2691
H 5.3271 17.1447 15.9146
H 6.9359 16.3586 14.3620
H 10.0651 16.8487 17.1895
H 8.4979 17.6876 18.8074
H 9.4996 18.2951 13.2231
H 8.4117 19.0154 11.0093
H 7.4270 17.2258 9.6206
H 7.0023 15.0251 10.4748
H 8.2267 14.2962 12.6849
H 8.4807 14.0259 16.3260
H 8.3864 11.5236 16.4579
H 9.9456 10.2033 14.8251
H 11.0167 11.3357 13.1197
O 9.6381 14.8671 8.3931
C 10.3316 14.5780 9.3383
O 10.7536 15.3562 10.2863
C 10.7556 13.0940 9.5140
C 10.2942 12.1078 8.6031
C 10.6744 10.8279 8.7243
C 11.6034 10.4788 9.7582
C 12.0459 9.1256 9.9986
C 12.9857 8.8897 10.8861
C 13.5707 9.9485 11.6534
C 13.1114 11.2142 11.5073
C 12.0997 11.5161 10.5570
N 11.6757 12.8378 10.4304
H 9.5529 12.4083 7.8963
H 10.2258 10.0524 8.1507
H 11.7299 8.2976 9.3366
H 13.3361 7.8655 11.1330
H 14.3512 9.7859 12.3943
H 13.3338 11.9885 12.2180
C 14.4454 18.8115 9.6022
C 13.9206 17.9390 10.5208
N 12.6313 17.5344 10.4527
C 11.8095 18.0648 9.5429
C 12.2273 18.9938 8.6287
C 13.5929 19.4066 8.7113
C 11.2715 19.6949 7.7090
C 10.3147 20.5151 8.0530
C 9.9897 21.0537 9.3499
C 8.8500 21.8416 9.3540
C 8.4889 22.4558 10.5191
N 9.2455 22.3663 11.5949
C 10.3169 21.5686 11.4772
N 10.7351 20.8606 10.4690
H 15.4757 19.1058 9.5890
H 14.5274 17.5753 11.3244
H 10.8081 17.7477 9.6268
H 13.9513 20.1835 8.0627
H 11.3555 19.4058 6.6314
H 9.5847 20.7593 7.2674
H 8.2618 21.9581 8.4411
H 7.6137 23.1159 10.5553
H 10.9289 21.5153 12.3588
C 13.2980 17.5119 15.7831
S 13.6593 17.9386 14.1045
C 12.1392 18.8830 13.6165
O 13.5388 16.5945 13.3088
H 12.2539 17.2314 15.8009
H 13.4171 18.3896 16.3843
H 13.9826 16.7463 16.1043
H 11.6696 19.2706 14.5109
H 11.5837 18.1254 13.1337
H 12.4897 19.6759 12.9707
```

Summary:
* DFT total energy: -122188.2887 eV
* energy above the lowest of the compared OMol25 structures with the same formula, charge and spin: 38.2 kcal/mol
* HOMO-LUMO gap (alpha / beta): 7.7 / 7.7 eV
* maximum force: 3.939 eV Å⁻¹
* net charge: +1
* HOMO level (alpha / beta): -9.866 / -9.877 eV
* spin multiplicity: 2

Atom charges from the Löwdin analysis, given in e for atoms 1 to 5: atom 1 (Ce): 1.170, atom 2 (N): 0.143, atom 3 (C): -0.640, atom 4 (N): -0.042, atom 5 (C): -0.350

No. 4
C47H42GeN2NiP2Se | wB97M-V/def2-TZVPD

The geometry in XYZ format:
```
96
Properties=species:S:1:pos:R:3
Ni 0.9554 0.7744 -0.1781
C -0.0540 -3.3106 -1.3422
N 0.2937 -1.9361 -0.9486
P 0.4431 -0.6317 -2.0126
C -0.8012 -0.9445 -3.2976
C -0.5091 -0.7614 -4.6464
C -1.4860 -0.9868 -5.6077
C -2.7520 -1.4048 -5.2303
C -3.0467 -1.6025 -3.8859
C -2.0789 -1.3700 -2.9245
C 2.0083 -0.7388 -2.9118
C 2.5164 0.4467 -3.4366
C 3.6916 0.4395 -4.1759
C 4.3748 -0.7515 -4.3717
C 3.8785 -1.9374 -3.8415
C 2.6921 -1.9341 -3.1262
P 0.0372 -1.3310 0.6264
C -1.6140 -1.9004 1.1035
C -2.7099 -1.1349 0.7017
C -4.0017 -1.5695 0.9551
C -4.2080 -2.7730 1.6174
C -3.1238 -3.5401 2.0216
C -1.8300 -3.1092 1.7639
C 1.1771 -2.2552 1.6825
C 2.2499 -2.9549 1.1360
C 3.1375 -3.6273 1.9640
C 2.9779 -3.5756 3.3403
C 1.9340 -2.8432 3.8924
C 1.0332 -2.1864 3.0687
H 0.1369 -3.4562 -2.4036
H -1.1108 -3.5082 -1.1535
H 0.5419 -4.0261 -0.7771
H 0.4801 -0.4472 -4.9543
H -1.2513 -0.8420 -6.6540
H -3.5092 -1.5859 -5.9818
H -4.0304 -1.9441 -3.5890
H -2.3152 -1.5385 -1.8801
H 1.9975 1.3837 -3.2638
H 4.0788 1.3642 -4.5829
H 5.2988 -0.7588 -4.9351
H 4.4162 -2.8640 -3.9934
H 2.3112 -2.8644 -2.7242
H -2.5630 -0.1868 0.1949
H -4.8428 -0.9611 0.6474
H -5.2150 -3.1119 1.8225
H -3.2836 -4.4776 2.5380
H -0.9897 -3.7122 2.0843
H 2.4045 -2.9673 0.0644
H 3.9643 -4.1747 1.5299
H 3.6716 -4.0977 3.9870
H 1.8176 -2.7890 4.9671
H 0.2182 -1.6209 3.5085
Se 2.0092 1.7329 1.5617
C 3.4032 0.5115 1.0430
C 4.0083 0.5341 -0.2098
C 5.0083 -0.3901 -0.4871
N 5.4515 -1.2838 0.3922
C 4.8902 -1.2698 1.6010
C 3.8616 -0.4177 1.9689
H 3.7335 1.2703 -0.9555
H 5.4814 -0.3931 -1.4625
H 5.2701 -1.9951 2.3127
H 3.4245 -0.4951 2.9568
C 0.8422 4.1347 -1.0581
Ge -0.2032 2.9097 0.0406
C -1.9835 2.6503 -0.7153
C -2.4530 1.6944 -1.6007
C -3.7672 1.7165 -2.0487
C -4.6335 2.7075 -1.6109
C -4.1786 3.6782 -0.7275
C -2.8661 3.6467 -0.2786
C -0.3675 3.4973 1.8855
C 0.2502 4.6771 2.2185
C 0.1896 5.1949 3.5300
C -0.4780 4.5087 4.5015
C -1.1119 3.2751 4.2114
C -1.7773 2.5324 5.2175
C -2.3586 1.3307 4.9328
C -2.3064 0.8141 3.6202
C -1.6793 1.5159 2.6300
C -1.0635 2.7646 2.8914
H 0.3909 5.1258 -0.9637
H 0.7891 3.8441 -2.1071
H 1.8793 4.1784 -0.7335
H -1.7883 0.9361 -1.9761
H -4.1043 0.9631 -2.7507
H -5.6582 2.7281 -1.9586
H -4.8459 4.4572 -0.3819
H -2.5425 4.4022 0.4309
H 0.8082 5.2357 1.4745
H 0.6808 6.1325 3.7543
H -0.5239 4.8932 5.5136
H -1.8104 2.9353 6.2225
H -2.8630 0.7703 5.7091
H -2.7696 -0.1398 3.3968
H -1.6505 1.1224 1.6213
```

Summary:
* DFT total energy: -233880.0732 eV
* energy above the lowest of the compared OMol25 structures with the same formula, charge and spin: 17.3 kcal/mol
* HOMO-LUMO gap (alpha / beta): 6.9 / 7.0 eV
* maximum force: 1.041 eV Å⁻¹
* net charge: +1
* HOMO level (alpha / beta): -10.397 / -10.436 eV
* spin multiplicity: 2

Atom charges from the Löwdin analysis, given in e for atoms 1 to 5: atom 1 (Ni): -0.083, atom 2 (C): -0.110, atom 3 (N): -0.478, atom 4 (P): 0.964, atom 5 (C): -0.338

Question: Among the records above, which one has the highest energy above the lowest of the compared OMol25 structures with the same formula, charge and spin?
Answer: C47H41CeN8O3PS3

Question: Among the records above, which one has the highest DFT total energy?
Answer: C47H40BInN10P2S2

Question: Among the records above, which one has the highest DFT total energy?
Answer: C47H40BInN10P2S2